This record from the Open Molecules 2025 dataset describes a cluster of 5 separate species, C2H15N3O4 in total in a non-equilibrium geometry. The level of theory is wB97M-V/def2-TZVPD.

Structure (XYZ):
```
24
C2H15N3O4 wB97M-V/def2-TZVPD
H -1.436 0.030 -2.357
O -1.251 0.619 -1.507
H 0.463 -2.649 1.268
H -2.516 1.243 1.066
H 1.649 -1.650 0.321
N 0.232 -0.567 1.569
H 0.448 1.713 -0.424
H 1.920 0.473 0.164
O 0.606 2.552 -0.735
H 0.049 -1.070 -1.135
H -1.044 1.568 1.747
O 0.572 -1.287 -1.962
H -2.498 -1.210 -0.222
H 1.827 -1.942 1.980
H 1.605 2.741 -0.613
N -1.603 -1.244 0.279
H 0.052 -0.438 2.592
H 0.870 -2.106 -1.736
O 2.572 0.739 -0.460
H 2.349 0.211 -1.181
C -1.143 -0.346 1.057
N -1.752 0.833 1.597
H -0.943 1.517 -1.841
C 0.990 -1.748 1.203
```

HOMO energy in eV: -9.54
SMILES: [H]/N=C(\N)NC.O.O.O.O
Energy relative to the best compared isomer or geometry (same formula, charge and spin) in kJ/mol: 67.3
Molar mass in Da: 145.159
LUMO energy in eV: 0.64
Orbital gap in Ha: 0.37435
Electronic energy in eV: -14976.673
Charge: 0

This record from the Open Molecules 2025 dataset describes a cluster of 5 separate species, C2H15NO4 in total in a non-equilibrium geometry. The level of theory is wB97M-V/def2-TZVPD.

Structure (XYZ):
```
22
C2H15NO4 wB97M-V/def2-TZVPD
H -2.339 2.733 -1.648
H 3.841 0.152 1.689
H -2.220 1.146 -2.156
C 2.324 -1.332 -0.137
H 2.552 -2.269 0.316
H 3.094 -1.153 2.662
H -3.442 -0.189 -0.948
H 3.188 -1.014 -0.802
H -0.984 -0.405 0.223
O -1.753 1.948 -1.762
C 2.773 -0.171 2.032
H -0.954 2.221 1.003
O -3.666 -0.243 -1.909
H 1.886 0.543 0.320
O -1.461 -1.108 -0.174
H -1.705 1.520 -0.099
O -1.771 1.745 0.861
H 2.489 0.554 2.817
N 1.854 -0.288 0.892
H -4.344 -0.995 -1.945
H 1.551 -1.526 -0.809
H -0.913 -1.872 -0.428
```

HOMO energy in eV: -9.25
SMILES: CNC.O.O.O.O
Energy relative to the best compared isomer or geometry (same formula, charge and spin) in kJ/mol: 181.8
Molar mass in Da: 117.145
LUMO energy in eV: 0.68
Orbital gap in Ha: 0.36496
Electronic energy in eV: -11996.268
Charge: 0

This record from the Open Molecules 2025 dataset describes a cluster of 5 separate species, C2H15NO5 in total in a non-equilibrium geometry. The level of theory is wB97M-V/def2-TZVPD.

Structure (XYZ):
```
23
C2H15NO5 wB97M-V/def2-TZVPD
H -2.516 -1.996 0.944
O -1.668 -2.366 0.767
H 3.275 2.080 -0.412
H 1.439 -1.522 1.355
H -2.878 -1.585 -1.159
C 0.669 -0.610 -1.229
O 2.613 2.633 0.022
C 1.030 -0.458 1.399
H -0.303 3.334 -1.245
H 1.693 0.222 1.958
H 0.352 0.910 0.072
N 0.991 0.089 0.083
H -0.932 -1.781 1.066
H 2.506 2.390 0.950
H -0.182 -0.032 2.873
O -0.171 2.530 -0.733
H 1.500 -0.262 -1.849
H -2.340 -2.061 -2.661
H 0.687 2.698 -0.370
O -0.273 -0.414 2.014
H -0.226 -0.351 -1.758
O -2.999 -1.699 -2.112
H 0.711 -1.692 -1.065
```

HOMO energy in eV: -8.90
SMILES: CNCO.O.O.O.O
Energy relative to the best compared isomer or geometry (same formula, charge and spin) in kJ/mol: 181.5
Molar mass in Da: 133.144
LUMO energy in eV: 0.31
Orbital gap in Ha: 0.33848
Electronic energy in eV: -14043.550
Charge: 0

This record from the Open Molecules 2025 dataset describes a cluster of 6 separate species, C2H16N2O6 in total in a non-equilibrium geometry. The level of theory is wB97M-V/def2-TZVPD.

Structure (XYZ):
```
26
C2H16N2O6 wB97M-V/def2-TZVPD
C -0.733 -2.508 -0.925
O -1.523 -0.455 2.301
H 0.619 2.851 2.338
O -0.707 1.820 -2.559
H -1.212 -1.352 2.130
H -1.568 -2.330 -1.611
O 1.657 1.934 -1.010
H 0.836 -2.471 1.021
H 1.539 2.747 -0.531
H -0.240 2.776 1.069
N 0.248 -1.597 -0.732
O 0.681 2.880 1.379
N 1.369 -0.487 1.017
H 1.364 1.284 -0.359
H -2.440 -0.566 2.574
O -1.416 1.609 0.030
C 1.246 -1.764 0.308
H 2.230 -2.058 -0.047
H -0.973 2.705 -2.847
H -1.202 0.809 0.529
O -0.786 -3.544 -0.272
H 2.294 -0.253 1.334
H 0.265 1.813 -2.583
H -1.003 1.569 -0.858
H 0.772 -0.378 1.817
H 0.392 -0.748 -1.248
```

HOMO energy in eV: -9.67
SMILES: NCNC=O.O.O.O.O.O
Energy relative to the best compared isomer or geometry (same formula, charge and spin) in kJ/mol: 134.6
Molar mass in Da: 164.158
LUMO energy in eV: 0.42
Orbital gap in Ha: 0.37080
Electronic energy in eV: -17599.524
Charge: 0

This record from the Open Molecules 2025 dataset describes a structure of composition C2H17FeO9 in a non-equilibrium geometry. The level of theory is wB97M-V/def2-TZVPD.

Structure (XYZ):
```
29
C2H17FeO9 wB97M-V/def2-TZVPD
H 0.523 0.117 -1.042
O -1.902 0.797 -0.385
H 0.092 -0.203 3.130
H -0.704 3.806 0.536
H -0.095 -1.399 -0.728
O -1.194 0.300 1.603
H -2.600 -0.252 -3.292
H -0.299 2.437 0.032
H 1.531 -0.669 3.170
H 3.527 -0.963 1.659
H -5.398 0.792 -0.027
H 3.371 -2.091 -0.567
H 2.027 -2.787 -0.541
C -1.020 0.267 0.343
O 2.855 -2.758 -1.020
H -1.895 0.240 -2.046
H 2.235 -0.669 -3.229
O -1.731 -0.149 -2.905
O -4.649 1.342 0.204
O 2.863 0.000 -2.955
O 0.063 3.273 0.326
H 0.928 -0.771 0.524
H -4.740 2.117 -0.350
O 0.842 -0.293 3.718
O 2.969 -1.228 2.390
Fe -3.275 0.673 1.706
H 3.187 -2.149 2.537
C 0.168 -0.481 -0.203
H 2.323 0.701 -2.590
```

HOMO energy (alpha / beta) in eV: -13.06 / -13.06
Energy relative to the best compared isomer or geometry (same formula, charge and spin) in kJ/mol: 276.8
Molar mass in Da: 240.994
LUMO energy (alpha / beta) in eV: -6.73 / -7.44
Orbital gap (alpha / beta) in Ha: 0.23291 / 0.20670
Multiplicity: 5
Electronic energy in eV: -55156.137
Charge: +1

This record from the Open Molecules 2025 dataset describes a cluster of 6 separate species, C2H17N2O5 in total in a non-equilibrium geometry. The level of theory is wB97M-V/def2-TZVPD.

Structure (XYZ):
```
26
C2H17N2O5 wB97M-V/def2-TZVPD
H -0.842 -2.957 1.844
H 1.211 1.722 -2.909
H -0.182 -0.866 0.114
H -0.462 3.455 -0.105
O 0.270 0.785 1.811
N 1.878 -0.743 -0.257
C 0.840 -1.147 0.488
H 0.134 2.167 -0.932
H 1.683 -0.098 -1.085
H 0.138 -2.766 3.311
H -1.928 1.597 -0.481
O -0.454 2.475 -0.152
O 0.907 1.275 -2.116
H 0.478 1.335 2.576
H 0.240 0.656 -2.328
H -0.051 1.444 1.157
H 2.845 -0.928 0.035
N 0.995 -1.969 1.554
H 1.920 -2.207 1.951
O -2.556 0.933 -0.751
C -0.171 -2.277 2.378
H -3.274 0.905 -0.150
H -1.361 -1.010 -2.991
H -0.781 -1.401 2.692
O -0.944 -0.638 -2.201
H -1.675 -0.170 -1.700
```

HOMO energy in eV: -13.88
Energy relative to the best compared isomer or geometry (same formula, charge and spin) in kJ/mol: 41.3
Molar mass in Da: 149.167
LUMO energy in eV: -2.51
Orbital gap in Ha: 0.41799
Electronic energy in eV: -15562.742
Charge: +1

This record from the Open Molecules 2025 dataset describes a cluster of 8 separate species, C2H18N2O9 in total in a non-equilibrium geometry. The level of theory is wB97M-V/def2-TZVPD.

Structure (XYZ):
```
31
C2H18N2O9 wB97M-V/def2-TZVPD
O 2.353 1.738 -1.648
N -1.591 -1.537 0.197
H 0.176 -2.773 1.068
O -0.852 1.785 -1.444
H 0.462 -2.388 -0.941
O -1.869 1.862 2.421
C -1.527 -1.965 -1.176
O 2.872 -1.575 -0.677
H -2.548 -1.578 0.528
O -2.467 -1.834 -1.918
H -1.434 2.238 3.192
H 1.227 -3.443 2.005
H -0.149 -2.704 -2.513
H 2.532 -2.393 -0.298
N -0.324 -2.444 -1.559
H 1.899 1.205 -2.311
O 1.798 2.104 1.857
H 1.699 1.414 1.182
H 3.103 1.185 -1.402
O 1.066 -2.695 1.425
H -1.558 2.438 1.694
H 2.612 2.546 1.591
H 2.298 -0.929 -0.241
O -0.716 3.764 0.843
H -0.088 2.365 -1.453
H -0.487 3.097 0.178
H -1.278 -0.137 1.690
O 0.281 -0.285 0.338
H 0.166 3.821 1.245
C -0.821 -0.550 0.784
H -0.584 0.877 -1.598
```

HOMO energy in eV: -10.64
SMILES: NC(=O)NC=O.O.O.O.O.O.O.O
Molar mass in Da: 214.171
LUMO energy in eV: 0.12
Orbital gap in Ha: 0.39549
Electronic energy in eV: -23775.037
Charge: 0

This record from the Open Molecules 2025 dataset describes a cluster of 7 separate species, C2H18O7 in total in a non-equilibrium geometry. The level of theory is wB97M-V/def2-TZVPD.

Structure (XYZ):
```
27
C2H18O7 wB97M-V/def2-TZVPD
H 3.318 -2.152 9.881
C 5.035 3.473 9.991
O 6.320 0.264 10.937
H 2.170 0.537 9.566
O 3.033 0.095 9.542
H 3.584 2.897 13.713
H 5.324 1.000 14.128
H 6.172 -0.576 10.492
H 5.661 -0.452 14.269
O 3.586 -3.033 10.308
H 3.667 -2.821 11.226
H 2.466 2.586 12.311
O 4.088 1.364 12.440
H 4.165 4.055 10.373
H 2.452 1.508 13.613
H 5.961 0.331 11.821
O 6.229 -2.240 9.428
H 5.299 3.931 9.008
H 5.409 -2.609 9.700
H 4.040 1.471 11.477
C 3.049 2.164 13.066
O 5.741 0.359 14.793
O 4.827 2.126 9.862
H 5.885 3.722 10.610
H 5.962 -1.997 8.505
H 5.506 1.604 10.285
H 3.707 0.807 9.638
```

HOMO energy in eV: -10.87
SMILES: CO.CO.O.O.O.O.O
Energy relative to the best compared isomer or geometry (same formula, charge and spin) in kJ/mol: 104.1
Molar mass in Da: 154.159
LUMO energy in eV: 0.29
Orbital gap in Ha: 0.40984
Electronic energy in eV: -16697.971
Charge: 0

This record from the Open Molecules 2025 dataset describes a cluster of 8 separate species, C2H21NO7 in total in a non-equilibrium geometry. The level of theory is wB97M-V/def2-TZVPD.

Structure (XYZ):
```
31
C2H21NO7 wB97M-V/def2-TZVPD
H -2.986 0.894 -2.172
H -2.150 0.542 -1.059
H 1.096 -2.035 0.651
O 1.247 -1.904 1.459
H -0.531 -1.145 -0.123
H 2.764 1.252 -2.053
C -1.810 -0.267 2.014
H -0.818 -0.767 2.026
H 1.212 -1.645 -2.505
O 0.089 2.417 -1.747
H -2.388 -0.841 2.685
N -2.462 -0.629 0.663
O 0.632 2.269 0.959
H 1.580 1.603 -1.294
H 2.115 -0.413 1.395
H -0.474 1.723 -2.102
O 2.323 0.968 -1.322
O -2.273 1.345 -1.595
H 1.739 -0.573 -1.688
H -3.211 -1.263 0.967
H 2.808 0.193 0.303
C -1.563 -1.598 -0.090
O 1.460 -1.566 -1.591
O 2.618 0.323 1.230
H 1.976 -2.516 1.774
H -0.016 2.633 -0.786
H -1.825 -1.609 -1.139
H 1.069 2.951 1.476
H 1.192 1.523 1.173
H -1.479 -2.663 0.266
H -1.935 0.799 2.224
```

HOMO energy in eV: -9.52
SMILES: CNC.O.O.O.O.O.O.O
Energy relative to the best compared isomer or geometry (same formula, charge and spin) in kJ/mol: 99.1
Molar mass in Da: 171.190
LUMO energy in eV: 0.46
Orbital gap in Ha: 0.36688
Electronic energy in eV: -18235.928
Charge: 0

This record from the Open Molecules 2025 dataset describes a structure of composition C2H22CdF6NO15S2 in a non-equilibrium geometry. The level of theory is wB97M-V/def2-TZVPD.

Structure (XYZ):
```
49
C2H22CdF6NO15S2 wB97M-V/def2-TZVPD
O -0.755 1.725 2.346
H 3.048 4.010 2.294
H 3.020 0.564 -0.100
O -5.330 -0.417 -2.376
F -2.250 3.048 0.353
F 1.428 0.141 3.039
H -1.620 -0.724 -3.098
H -1.847 -1.213 -1.634
F 0.653 -1.482 4.241
O -2.443 -4.694 2.491
H 1.759 1.706 -2.112
O 4.572 -2.074 1.111
H -0.665 3.894 -3.150
O -0.625 -2.548 1.565
O -1.148 -0.973 -2.295
C -1.903 1.828 0.029
H 0.564 1.552 -3.068
H -4.691 -0.561 -1.669
H 3.361 -0.921 0.210
O 2.719 3.190 2.676
F 1.817 -1.903 2.462
H -3.520 -2.854 -0.919
O -3.250 -1.927 -0.864
H -1.744 -4.044 2.347
Cd 0.747 -0.797 -1.107
H 2.713 4.198 -1.966
O 2.821 3.239 -2.021
H 5.148 -1.585 0.505
H 0.296 -3.361 -0.031
H 4.783 -3.000 0.932
H 2.021 2.895 2.078
H 3.082 2.977 -1.129
O 0.979 -2.925 -0.575
F -2.871 0.962 0.311
S -0.605 -1.165 1.987
H -6.170 -0.229 -1.942
O 0.977 1.143 -2.301
O 2.725 -0.341 -0.265
O 0.730 2.036 0.463
S -0.414 1.371 1.019
N -0.291 -0.275 0.650
C 0.942 -1.092 3.012
H 1.695 -3.561 -0.684
O -1.739 -0.719 2.694
H -2.140 -5.240 3.224
F -1.641 1.755 -1.279
O -0.403 4.818 -3.192
H -0.701 5.111 -4.061
H -3.833 -1.540 -0.199
```

HOMO energy in eV: -13.28
Energy relative to the best compared isomer or geometry (same formula, charge and spin) in kJ/mol: 0.0
Molar mass in Da: 590.724
LUMO energy in eV: -3.59
Orbital gap in Ha: 0.35610
Electronic energy in eV: -77167.493
Charge: +1

This record from the Open Molecules 2025 dataset describes a cluster of 9 separate species, C2H22N2O8 in total. The level of theory is wB97M-V/def2-TZVPD.

Structure (XYZ):
```
34
C2H22N2O8 wB97M-V/def2-TZVPD
C 0.372 0.235 -0.563
H 3.445 1.319 0.119
H 0.609 2.397 -1.974
H -2.334 1.064 -0.512
O 0.955 -3.087 -1.303
O -0.506 -1.051 2.279
H 0.647 -2.340 1.709
H 0.455 3.038 0.942
H 2.767 0.817 2.287
H -2.189 2.564 -0.173
H -0.927 2.583 -1.860
O -2.379 -0.560 0.309
H -0.719 -2.671 -1.404
O -0.279 3.592 0.660
H 2.112 -2.095 1.351
O 1.424 -2.772 1.293
N 1.674 0.832 -0.725
O -1.661 -2.393 -1.519
H 1.256 0.208 1.802
O -2.339 1.955 -0.910
H -0.980 -1.306 3.076
H -0.253 0.807 0.120
H -1.838 -2.280 -2.453
N 2.204 0.439 1.544
H -0.150 3.674 -0.312
H -3.299 -0.782 0.505
H -1.200 -0.849 1.608
C 2.454 0.902 0.269
H 0.382 -0.803 -0.232
H -0.154 0.230 -1.516
O -0.087 3.066 -2.023
H -2.164 -1.225 -0.406
H 1.548 -2.414 -1.656
H 1.154 -3.093 -0.330
```

HOMO energy in eV: -9.69
SMILES: C/N=C\N.O.O.O.O.O.O.O.O
Energy relative to the best compared isomer or geometry (same formula, charge and spin) in kJ/mol: 0.0
Molar mass in Da: 202.204
LUMO energy in eV: 0.13
Orbital gap in Ha: 0.36058
Electronic energy in eV: -21792.799
Charge: 0

This record from the Open Molecules 2025 dataset describes a cluster of 9 separate species, C2H22NO9 in total in a non-equilibrium geometry. The level of theory is wB97M-V/def2-TZVPD.

Structure (XYZ):
```
34
C2H22NO9 wB97M-V/def2-TZVPD
H -1.445 1.337 3.881
H -3.132 -3.155 -2.907
O -1.796 1.009 3.072
H 0.707 -2.378 -1.582
H -0.077 -0.700 0.644
C 1.155 3.202 -0.318
O 1.269 3.998 0.810
H -1.351 -0.050 -1.883
O 2.285 -1.240 -0.263
H 2.162 -0.291 -0.342
O -1.432 -0.951 -2.120
H 1.271 0.771 2.969
H -0.412 1.085 -0.610
H -1.518 2.113 -0.266
O -3.114 -2.814 -1.989
O 1.116 1.080 -1.156
H 3.171 -1.398 -0.025
H -1.536 -1.549 0.363
H 2.709 1.651 -0.047
O 1.637 -0.092 2.687
H 1.219 1.347 0.828
N -0.747 -1.361 1.003
H -0.384 -3.480 -1.795
H -0.214 -2.251 1.110
H 0.129 3.300 -0.626
H -2.387 -2.180 -2.002
O 0.268 -3.142 -1.191
C 1.645 1.737 -0.070
H 1.960 0.112 1.800
H -1.551 1.731 2.516
H 1.650 3.710 -1.217
H -1.171 -1.096 1.854
O -1.371 1.171 -0.425
H -0.729 -1.211 -2.689
```

HOMO energy in eV: -1.79
Energy relative to the best compared isomer or geometry (same formula, charge and spin) in kJ/mol: 333.3
Molar mass in Da: 204.196
LUMO energy in eV: 2.37
Orbital gap in Ha: 0.15273
Electronic energy in eV: -22346.150
Charge: -1